Record 1
This record from OMol25 describes a structure of composition C32H31AsFeIOSe2. The level of theory is ωB97M-V with the def2-TZVPD basis set.

The calculation puts the HOMO-LUMO gap (alpha / beta) at 7.8 / 7.7 eV. For the HOMO energy (alpha / beta), the calculation gives -9.9 / -9.9 eV. The net charge is +1. The LUMO energy (alpha / beta) is -0.0783 / -0.0789 Eh.

CARTESIAN COORDINATES (ANGSTROEM)
Fe1 0.06 0.08 0.29
C1 4.48 0.72 0.07
Se1 2.58 0.95 -0.31
C2 2.33 2.64 0.66
C3 1.31 3.48 -0.08
Se2 -0.38 2.49 -0.25
C4 -0.37 2.24 -2.19
H1 4.65 0.51 1.12
H2 4.99 1.63 -0.24
H3 4.83 -0.12 -0.54
H4 3.29 3.13 0.76
H5 1.95 2.40 1.65
H6 1.63 3.76 -1.08
H7 1.08 4.39 0.48
H8 -0.25 3.21 -2.66
H9 -1.34 1.84 -2.45
H10 0.43 1.57 -2.49
I1 -2.59 -0.25 0.22
C5 -2.55 -0.10 2.31
C6 -3.72 -0.23 2.99
C7 -3.72 -0.15 4.39
C8 -2.54 0.06 5.05
C9 -1.32 0.19 4.35
C10 -0.11 0.38 5.06
C11 1.07 0.47 4.38
C12 1.08 0.38 2.97
C13 -0.06 0.23 2.21
C14 -1.29 0.11 2.94
H11 -4.65 -0.40 2.46
H12 -4.65 -0.24 4.94
H13 -2.53 0.13 6.13
H14 -0.14 0.44 6.14
H15 2.00 0.60 4.92
H16 2.05 0.42 2.49
O1 0.28 -1.78 -0.03
As1 1.56 -2.86 0.20
C15 2.84 -2.68 -1.21
C16 2.31 -2.35 -2.46
C17 3.14 -2.21 -3.55
C18 4.51 -2.42 -3.41
C19 5.04 -2.77 -2.18
C20 4.21 -2.90 -1.08
C21 0.73 -4.57 0.01
C22 -0.63 -4.63 -0.24
C23 -1.24 -5.87 -0.37
C24 -0.50 -7.02 -0.24
C25 0.87 -6.96 0.02
C26 1.48 -5.73 0.15
C27 2.27 -2.71 1.96
C28 3.54 -2.22 2.27
C29 3.91 -2.11 3.60
C30 3.03 -2.46 4.61
C31 1.76 -2.94 4.30
C32 1.38 -3.06 2.97
H17 1.24 -2.19 -2.57
H18 2.73 -1.96 -4.52
H19 5.16 -2.31 -4.27
H20 6.10 -2.95 -2.08
H21 4.64 -3.21 -0.13
H22 -1.21 -3.71 -0.34
H23 -2.30 -5.93 -0.57
H24 -0.97 -7.99 -0.34
H25 1.44 -7.87 0.12
H26 2.55 -5.68 0.36
H27 4.22 -1.90 1.50
H28 4.89 -1.73 3.85
H29 3.33 -2.37 5.65
H30 1.07 -3.20 5.08
H31 0.39 -3.43 2.73

Partial charges, natural (NBO), in e: 0.769, -0.764, 0.281, -0.563, -0.568, 0.421, -0.791, 0.224, 0.235, 0.240, 0.236, 0.241, 0.235, 0.246, 0.240, 0.240, 0.227, 0.277, -0.098, -0.251, -0.207, -0.184, 0.036, -0.233, -0.195, -0.303, -0.248, -0.189, 0.229, 0.227, 0.217, 0.216, 0.213, 0.194, -1.187, 1.944, -0.333, -0.224, -0.186, -0.180, -0.209, -0.229, -0.328, -0.210, -0.203, -0.182, -0.189, -0.228, -0.335, -0.223, -0.212, -0.174, -0.181, -0.206, 0.235, 0.228, 0.230, 0.230, 0.224, 0.242, 0.227, 0.227, 0.226, 0.220, 0.216, 0.226, 0.228, 0.231, 0.234

***

Record 2
This record from OMol25 describes a cluster of 2 separate species, C32H31Br2NO2 in total at a distorted geometry. The level of theory is ωB97M-V with the def2-TZVPD basis set.

The calculation puts the HOMO-LUMO gap at 6.3 eV. For the HOMO energy, the calculation gives -7.9 eV. The net charge is 0. The SMILES is COc1ccc(C=C2C=C(Br)C(=O)C(Br)=C2)cc1.c1ccc2c(C[C@H]3CC4CCN3CC4)cccc2c1. The LUMO energy is -0.0589 Eh.

CARTESIAN COORDINATES (ANGSTROEM)
C1 6.26 3.51 1.50
O1 5.20 3.49 0.51
C2 4.05 2.85 0.84
C3 3.92 2.13 2.05
C4 2.83 1.30 2.24
C5 1.78 1.27 1.28
C6 0.70 0.34 1.33
C7 0.71 -0.76 2.25
C8 -0.53 -1.22 2.82
C9 -0.57 -2.10 3.86
Br1 -2.21 -2.66 4.61
C10 0.68 -2.62 4.51
O2 0.67 -3.29 5.54
C11 1.93 -2.28 3.75
Br2 3.56 -2.94 4.45
C12 1.91 -1.45 2.67
C13 1.78 2.27 0.25
C14 2.94 2.94 -0.05
H1 7.09 4.03 1.02
H2 5.95 4.06 2.40
H3 6.56 2.49 1.78
H4 4.69 2.20 2.83
H5 2.77 0.76 3.18
H6 -0.27 0.68 0.95
H7 -1.47 -0.86 2.38
H8 2.85 -1.31 2.14
H9 0.84 2.48 -0.27
H10 3.04 3.54 -0.95
C15 -4.57 3.11 0.30
C16 -3.91 2.10 1.02
C17 -3.44 0.97 0.37
C18 -3.61 0.80 -1.03
C19 -3.20 -0.37 -1.75
C20 -2.54 -1.54 -1.05
C21 -1.04 -1.35 -0.82
C22 -0.35 -2.63 -0.36
C23 0.90 -2.88 -1.24
C24 0.40 -3.08 -2.70
C25 -0.32 -1.82 -3.13
N1 -0.37 -0.78 -1.98
C26 1.06 -0.43 -1.73
C27 1.81 -1.63 -1.18
C28 -3.43 -0.46 -3.11
C29 -3.93 0.63 -3.84
C30 -4.34 1.78 -3.17
C31 -4.23 1.87 -1.76
C32 -4.71 3.01 -1.07
H11 -4.97 3.98 0.82
H12 -3.76 2.20 2.10
H13 -2.94 0.18 0.94
H14 -3.00 -1.70 -0.06
H15 -2.69 -2.47 -1.62
H16 -0.93 -0.60 -0.02
H17 -0.06 -2.53 0.69
H18 -1.05 -3.47 -0.45
H19 1.43 -3.77 -0.88
H20 1.24 -3.27 -3.38
H21 -0.26 -3.95 -2.76
H22 0.24 -1.34 -3.95
H23 -1.33 -2.04 -3.49
H24 1.48 -0.12 -2.69
H25 1.10 0.41 -1.03
H26 2.12 -1.44 -0.15
H27 2.72 -1.77 -1.78
H28 -3.20 -1.39 -3.63
H29 -4.00 0.56 -4.92
H30 -4.75 2.62 -3.72
H31 -5.21 3.78 -1.65

Partial charges, natural (NBO), in e: -0.260, -0.482, 0.365, -0.329, -0.156, -0.080, -0.075, -0.149, -0.120, -0.199, 0.101, 0.427, -0.530, -0.172, 0.095, -0.200, -0.149, -0.282, 0.209, 0.186, 0.187, 0.230, 0.233, 0.222, 0.216, 0.240, 0.230, 0.238, -0.222, -0.215, -0.217, 0.015, 0.013, -0.436, -0.049, -0.431, -0.202, -0.438, -0.236, -0.445, -0.219, -0.432, -0.197, -0.207, -0.184, -0.087, -0.168, 0.216, 0.217, 0.198, 0.220, 0.211, 0.195, 0.219, 0.206, 0.219, 0.207, 0.206, 0.201, 0.199, 0.200, 0.197, 0.200, 0.209, 0.204, 0.214, 0.210, 0.211

***

Record 3
This record from OMol25 describes a structure of composition C32H31BrFIrN6O5Se. The level of theory is ωB97M-V with the def2-TZVPD basis set.

Its expectation value of S² is 8.810. As for the spin multiplicity: 6. The calculation puts the HOMO-LUMO gap (alpha / beta) at 7.2 / 5.7 eV. For the HOMO energy (alpha / beta), the calculation gives -9.7 / -10.2 eV. The net charge is +1. The LUMO energy (alpha / beta) is -0.0926 / -0.1680 Eh.

CARTESIAN COORDINATES (ANGSTROEM)
Ir1 -1.87 -1.12 -0.16
C1 -2.61 -0.30 4.67
O1 -3.26 0.48 3.65
C2 -2.95 0.19 2.41
O2 -2.16 -0.70 2.08
N1 -3.59 0.95 1.50
N2 -3.17 0.81 0.17
H1 -3.05 0.04 5.60
H2 -1.54 -0.12 4.64
H3 -2.82 -1.36 4.51
H4 -4.09 1.77 1.80
H5 -2.51 1.55 -0.08
H6 -3.96 0.74 -0.46
C3 4.15 -5.37 -0.97
C4 4.54 -4.15 -0.14
C5 5.72 -3.43 -0.76
C6 6.09 -2.21 0.06
C7 4.91 -1.29 0.17
C8 5.06 0.07 0.30
C9 3.95 0.90 0.40
F1 4.16 2.22 0.51
C10 2.68 0.42 0.39
C11 2.50 -0.97 0.26
C12 1.14 -1.50 0.26
O3 0.19 -0.67 0.34
C13 1.02 -2.91 0.20
C14 2.16 -3.67 0.07
N3 3.39 -3.20 0.01
C15 3.60 -1.82 0.15
C16 -0.26 -3.68 0.29
O4 -0.29 -4.89 0.30
O5 -1.37 -2.96 0.36
H7 5.06 -5.92 -1.20
H8 3.69 -5.07 -1.92
H9 3.48 -6.05 -0.46
H10 4.81 -4.47 0.87
H11 5.47 -3.14 -1.79
H12 6.55 -4.13 -0.82
H13 6.94 -1.67 -0.38
H14 6.41 -2.52 1.06
H15 6.05 0.51 0.31
H16 1.82 1.08 0.46
H17 2.04 -4.74 0.01
C17 0.15 5.32 2.66
N4 -0.21 5.48 1.26
C18 -0.51 4.48 0.41
Se1 -0.55 2.67 0.73
N5 -0.77 5.05 -0.79
C19 -0.63 6.43 -0.72
C20 -0.77 7.44 -1.66
C21 -0.54 8.73 -1.22
C22 -0.18 9.00 0.10
C23 -0.03 7.99 1.04
C24 -0.27 6.70 0.60
H18 0.05 4.27 2.91
H19 -0.52 5.92 3.27
H20 1.18 5.64 2.82
H21 -0.99 4.49 -1.60
H22 -1.05 7.23 -2.68
H23 -0.64 9.55 -1.92
H24 -0.01 10.03 0.40
H25 0.25 8.20 2.06
Br1 -1.84 -0.17 -2.40
C25 -4.49 -2.55 0.14
C26 -4.25 -3.06 -1.12
C27 -4.73 -2.38 -2.28
C28 -4.47 -2.85 -3.54
C29 -3.71 -4.02 -3.71
C30 -3.23 -4.72 -2.59
C31 -3.49 -4.25 -1.32
C32 -3.41 -4.49 -5.02
N6 -3.16 -4.86 -6.08
H26 -4.19 -3.06 1.04
H27 -5.15 -1.69 0.25
H28 -5.32 -1.48 -2.15
H29 -4.84 -2.32 -4.41
H30 -2.65 -5.62 -2.73
H31 -3.10 -4.78 -0.46

Partial charges, Mulliken, in e: 3.199, -0.664, -0.456, 0.716, -0.972, -0.064, -0.636, 0.261, 0.291, 0.302, 0.263, 0.049, 0.323, -1.785, 0.475, -0.971, -0.984, 0.995, -0.786, 0.146, -0.343, -0.711, 0.377, 1.547, -1.174, -0.274, -0.666, 0.237, -0.434, 0.177, -0.700, -0.682, 0.430, 0.410, 0.529, 0.132, 0.340, 0.388, 0.463, 0.317, 0.520, 0.200, 0.627, -0.980, 0.351, 0.025, -0.717, 0.076, 0.270, -0.819, -0.463, -0.651, -0.555, 0.712, 0.257, 0.360, 0.352, 0.227, 0.402, 0.397, 0.391, 0.422, -0.499, -1.390, 1.164, -0.531, -0.631, 0.660, -0.685, -0.516, -0.092, -0.453, 0.337, 0.392, 0.348, 0.482, 0.512, 0.432

***

Record 4
This record from OMol25 describes a structure of composition C32H31ClFIN4O3S2Ti at a distorted geometry. The level of theory is ωB97M-V with the def2-TZVPD basis set.

Its expectation value of S² is 2.033. As for the spin multiplicity: 3. The calculation puts the HOMO-LUMO gap (alpha / beta) at 3.2 / 4.4 eV. For the HOMO energy (alpha / beta), the calculation gives 0.6 / -0.6 eV. The net charge is -2. The LUMO energy (alpha / beta) is 0.1378 / 0.1376 Eh.

CARTESIAN COORDINATES (ANGSTROEM)
Ti1 0.37 0.46 0.65
C1 0.83 -1.64 4.19
C2 1.84 -1.51 3.09
N1 1.79 -0.87 1.96
C3 3.02 -0.97 1.30
C4 3.96 -1.72 1.94
S1 3.35 -2.31 3.41
C5 3.27 -0.33 0.01
C6 4.46 -0.43 -0.64
S2 4.40 0.44 -2.10
C7 2.77 0.87 -1.77
N2 2.30 0.42 -0.63
C8 2.03 1.66 -2.77
H1 -0.08 -1.09 3.97
H2 1.25 -1.23 5.11
H3 0.57 -2.68 4.35
H4 4.96 -1.93 1.61
H5 5.35 -0.95 -0.33
H6 2.63 1.92 -3.65
H7 1.67 2.53 -2.21
H8 1.14 1.12 -3.11
Cl1 -4.71 -0.89 5.44
C9 -3.56 -0.12 4.35
C10 -3.52 1.25 4.31
C11 -2.63 1.90 3.46
I1 -2.63 3.99 3.43
C12 -1.74 1.20 2.63
O1 -0.90 1.72 1.83
C13 -1.81 -0.23 2.71
N3 -0.91 -0.86 1.85
C14 -0.94 -2.24 1.86
C15 -1.78 -2.97 2.65
C16 -2.69 -2.34 3.52
C17 -2.71 -0.91 3.55
H9 -4.19 1.83 4.94
H10 -0.25 -2.73 1.19
H11 -1.74 -4.05 2.59
H12 -3.36 -2.91 4.15
C18 0.60 -5.21 -3.33
C19 0.55 -3.99 -2.46
C20 1.38 -3.80 -1.34
C21 1.30 -2.66 -0.58
N4 0.43 -1.58 -0.80
C22 -0.36 -1.81 -1.91
C23 -0.34 -2.91 -2.72
H13 1.35 -5.92 -2.97
H14 0.85 -4.96 -4.37
H15 -0.37 -5.73 -3.34
H16 2.10 -4.56 -1.05
H17 1.95 -2.59 0.27
H18 -1.04 -1.02 -2.17
H19 -1.02 -2.95 -3.56
C24 -3.38 0.29 -2.10
C25 -2.75 0.93 -0.88
O2 -1.48 0.38 -0.58
H20 -4.34 0.75 -2.32
H21 -3.53 -0.78 -1.95
H22 -2.73 0.40 -2.97
H23 -3.40 0.81 0.00
H24 -2.59 1.99 -1.04
H25 -1.54 -0.57 -0.35
O3 1.39 1.42 1.64
F1 0.48 7.00 -3.84
C26 0.45 5.85 -3.07
C27 -0.38 4.82 -3.44
C28 -0.42 3.67 -2.66
C29 0.39 3.51 -1.49
C30 0.34 2.37 -0.67
C31 1.23 4.63 -1.17
C32 1.26 5.77 -1.95
H26 -1.00 4.92 -4.32
H27 -1.08 2.86 -2.96
H28 -0.46 1.63 -0.86
H29 0.56 2.51 0.43
H30 1.86 4.57 -0.29
H31 1.90 6.60 -1.69

Partial charges, Mulliken, in e: -1.094, -0.910, 0.605, 1.079, -0.769, -0.702, -0.364, 0.128, -0.862, -0.307, 0.412, 1.034, -0.597, -0.204, 0.522, 0.333, 0.420, 0.377, 0.554, -0.065, 0.051, -0.351, 0.792, -0.524, -0.641, -0.093, 0.470, 0.101, -0.679, 1.152, -0.469, -1.048, -1.549, 0.961, 0.373, 0.316, 0.466, 0.331, -1.477, 0.898, -1.088, -0.606, 0.730, -0.643, -0.993, 0.342, 0.281, 0.287, 0.262, 0.238, 0.580, 0.321, -1.432, -0.496, -0.878, 0.388, 0.360, 0.317, 0.372, 0.407, 0.421, -0.359, -0.393, 0.390, -0.869, 0.034, 0.530, -0.312, -0.586, -0.646, 0.394, 0.276, 0.683, 0.175, 0.460, 0.387

***

Record 5
This record from OMol25 describes a structure of composition C32H31CrO5Si at a distorted geometry. The level of theory is ωB97M-V with the def2-TZVPD basis set.

Its expectation value of S² is 3.867. As for the spin multiplicity: 4. The calculation puts the HOMO-LUMO gap (alpha / beta) at 6.5 / 5.3 eV. For the HOMO energy (alpha / beta), the calculation gives -12.0 / -13.7 eV. The net charge is +2. The LUMO energy (alpha / beta) is -0.2048 / -0.3095 Eh.

CARTESIAN COORDINATES (ANGSTROEM)
C1 0.96 -2.56 1.78
Si1 1.15 -0.70 1.96
C2 -0.40 0.14 1.35
C3 1.45 -0.19 3.75
O1 2.53 -0.37 1.04
C4 2.85 0.49 0.02
C5 3.56 1.62 0.30
C6 2.41 0.20 -1.30
C7 1.85 -1.00 -1.62
O2 1.29 -1.21 -2.80
C8 0.41 -2.34 -2.83
H1 0.09 -2.91 2.37
H2 0.80 -2.85 0.74
H3 1.85 -3.08 2.14
H4 -1.26 -0.24 1.92
H5 -0.37 1.23 1.48
H6 -0.61 -0.06 0.29
H7 0.59 -0.50 4.38
H8 2.36 -0.66 4.17
H9 1.56 0.90 3.86
H10 3.68 2.32 -0.53
H11 3.73 1.95 1.32
H12 2.46 1.03 -2.01
H13 1.81 -1.85 -0.91
H14 0.26 -2.61 -3.87
H15 0.85 -3.18 -2.27
H16 -0.54 -2.07 -2.34
O3 11.30 -4.55 2.61
C9 10.40 -3.86 2.89
Cr1 9.13 -2.47 3.20
C10 9.65 -1.92 1.47
O4 10.12 -1.60 0.44
C11 10.67 -1.50 3.75
O5 11.70 -0.98 3.92
C12 8.15 -3.02 5.06
C13 7.75 -3.91 4.06
C14 7.29 -3.42 2.82
C15 7.04 -2.04 2.63
C16 6.58 -1.51 1.36
C17 6.30 -1.00 0.26
C18 6.23 -0.60 -1.08
C19 7.09 0.52 -1.46
C20 7.69 1.30 -0.42
C21 8.60 2.31 -0.68
C22 9.00 2.58 -2.00
C23 8.49 1.79 -3.04
C24 7.56 0.79 -2.78
C25 5.63 -1.58 -1.99
C26 4.85 -2.63 -1.41
C27 4.22 -3.59 -2.18
C28 4.38 -3.59 -3.58
C29 5.25 -2.67 -4.17
C30 5.90 -1.72 -3.38
C31 7.54 -1.16 3.62
C32 8.00 -1.64 4.85
H17 8.60 -3.39 5.99
H18 7.82 -4.98 4.23
H19 7.07 -4.11 2.00
H20 7.50 1.01 0.61
H21 9.01 2.89 0.15
H22 9.69 3.39 -2.22
H23 8.83 1.94 -4.08
H24 7.27 0.18 -3.61
H25 4.83 -2.72 -0.33
H26 3.60 -4.35 -1.69
H27 3.85 -4.32 -4.19
H28 5.45 -2.68 -5.25
H29 6.70 -1.17 -3.86
H30 7.50 -0.08 3.42
H31 8.27 -0.93 5.63

Partial charges, natural (NBO), in e: -1.136, 1.857, -1.155, -1.137, -0.837, 0.347, -0.192, -0.278, 0.341, -0.388, -0.265, 0.265, 0.219, 0.246, 0.273, 0.256, 0.235, 0.264, 0.244, 0.250, 0.222, 0.231, 0.266, 0.213, 0.237, 0.194, 0.213, -0.374, 0.749, -0.676, 0.754, -0.397, 0.749, -0.384, -0.234, -0.127, -0.259, 0.079, -0.143, 0.168, -0.106, -0.095, -0.197, -0.202, -0.164, -0.215, -0.122, -0.002, -0.224, -0.243, -0.174, -0.206, -0.182, -0.271, -0.115, 0.285, 0.279, 0.280, 0.206, 0.228, 0.235, 0.238, 0.196, 0.219, 0.224, 0.230, 0.240, 0.211, 0.277, 0.278

***

Record 6
This record from OMol25 describes a cluster of 2 separate species, C32H31FN in total at a distorted geometry. The level of theory is ωB97M-V with the def2-TZVPD basis set.

The calculation puts the HOMO-LUMO gap at 3.8 eV. For the HOMO energy, the calculation gives -9.7 eV. The net charge is +1. The LUMO energy is -0.2169 Eh.

CARTESIAN COORDINATES (ANGSTROEM)
C1 -2.10 3.83 -1.95
C2 -1.99 3.03 -0.81
C3 -1.02 2.05 -0.79
C4 -0.23 1.72 -1.89
C5 0.68 0.58 -1.72
C6 0.29 -0.74 -1.58
N1 1.00 -1.80 -2.13
C7 2.19 -1.50 -2.93
C8 3.04 -2.73 -3.28
C9 2.24 -3.93 -3.78
C10 1.06 -4.21 -2.87
C11 0.22 -2.96 -2.63
C12 -0.94 -1.12 -0.84
C13 -2.20 -0.60 -1.20
C14 -3.35 -0.99 -0.51
C15 -3.23 -1.81 0.62
C16 -1.99 -2.37 0.96
C17 -0.86 -2.06 0.21
C18 -0.28 2.60 -3.00
C19 -1.24 3.62 -3.04
H1 -2.82 4.66 -1.95
H2 -2.65 3.20 0.05
H3 -0.75 1.52 0.12
H4 1.74 0.79 -1.92
H5 1.92 -0.98 -3.87
H6 2.83 -0.83 -2.35
H7 3.78 -2.44 -4.04
H8 3.61 -3.03 -2.39
H9 1.89 -3.75 -4.80
H10 2.89 -4.82 -3.81
H11 0.40 -4.97 -3.30
H12 1.41 -4.59 -1.90
H13 -0.56 -3.23 -1.91
H14 -0.30 -2.68 -3.58
H15 -2.25 0.12 -2.01
H16 -4.32 -0.61 -0.84
H17 -4.11 -2.05 1.22
H18 -1.90 -3.04 1.82
H19 0.11 -2.48 0.47
H20 0.44 2.47 -3.81
H21 -1.33 4.26 -3.93
F1 0.91 -3.04 5.59
C20 0.61 -2.04 4.71
C21 -0.73 -1.69 4.52
C22 -1.00 -0.71 3.59
C23 0.02 -0.06 2.86
C24 -0.39 1.04 2.02
C25 0.10 2.38 2.23
C26 -0.79 3.49 2.11
C27 -0.39 4.78 2.40
C28 0.93 5.05 2.81
C29 1.83 3.98 2.92
C30 1.43 2.67 2.65
C31 1.36 -0.48 3.06
C32 1.66 -1.37 4.08
H22 -1.51 -2.14 5.12
H23 -2.03 -0.38 3.44
H24 -1.45 0.96 1.74
H25 -1.84 3.29 1.87
H26 -1.10 5.60 2.30
H27 1.25 6.07 2.99
H28 2.86 4.17 3.21
H29 2.13 1.85 2.82
H30 2.13 -0.06 2.41
H31 2.69 -1.52 4.41

Partial charges, natural (NBO), in e: -0.234, -0.171, -0.218, -0.049, -0.365, 0.263, -0.428, -0.213, -0.402, -0.403, -0.404, -0.216, -0.089, -0.194, -0.209, -0.242, -0.172, -0.237, -0.191, -0.205, 0.222, 0.192, 0.183, 0.219, 0.187, 0.205, 0.222, 0.200, 0.202, 0.220, 0.222, 0.200, 0.223, 0.182, 0.236, 0.230, 0.223, 0.213, 0.225, 0.223, 0.228, -0.298, 0.474, -0.289, -0.089, -0.182, 0.145, -0.082, -0.112, -0.216, -0.091, -0.220, -0.131, -0.110, -0.278, 0.262, 0.235, 0.238, 0.228, 0.242, 0.242, 0.241, 0.224, 0.231, 0.260